ORCA calculation (the ωB97M-V functional and the def2-TZVPD basis) on a 4-piece molecular cluster, C40H69B2N4O8P2 overall.

XYZ file:
```
125
C40H69B2N4O8P2, DFT the ωB97M-V functional and the def2-TZVPD basis
C -5.519 -2.233 4.476
O -6.769 -3.005 4.393
C -7.369 -2.955 3.050
C -7.498 -4.535 2.541
C -5.956 -5.139 2.429
C -5.787 -5.872 0.971
C -5.817 -4.740 -0.242
C -4.321 -3.998 -0.186
C -3.462 -4.441 -1.530
C -1.875 -3.915 -1.450
C -1.452 -3.553 -2.989
C 0.071 -2.951 -3.170
C -0.063 -1.341 -3.369
N 1.189 -0.514 -3.126
O 1.972 -0.337 -4.198
B 3.030 -1.353 -4.328
O 3.287 -2.413 -3.320
O 3.835 -1.305 -5.600
C 1.535 0.068 -1.897
N 0.536 -0.369 -0.803
C 0.943 -1.667 -0.154
C 0.143 0.707 0.139
P -1.774 0.926 0.000
N -2.247 1.958 -1.146
C 0.991 2.098 0.091
P 0.815 3.227 1.621
C -1.016 3.888 1.699
O 1.760 4.709 1.458
C 2.568 1.641 -0.228
B 3.252 0.787 1.034
O 3.373 1.277 2.420
O 3.837 -0.558 0.750
C 3.958 -1.281 2.043
N 2.674 0.933 -1.570
C 3.256 1.890 -2.512
C 2.377 3.171 -3.022
C 0.941 2.822 -3.730
O 2.295 4.293 -2.027
H -4.929 -2.132 3.470
H -5.782 -1.185 4.957
H -4.781 -2.761 5.245
H -8.457 -2.517 3.070
H -6.748 -2.300 2.271
H -8.064 -5.210 3.340
H -8.084 -4.594 1.517
H -5.234 -4.208 2.497
H -5.717 -5.929 3.291
H -6.599 -6.696 0.783
H -4.724 -6.399 0.890
H -5.999 -5.249 -1.303
H -6.706 -3.960 -0.108
H -3.766 -4.330 0.790
H -4.546 -2.836 -0.138
H -3.933 -3.806 -2.424
H -3.551 -5.576 -1.802
H -1.923 -2.968 -0.724
H -1.269 -4.811 -1.003
H -2.189 -2.695 -3.350
H -1.577 -4.497 -3.705
H 0.455 -3.386 -4.215
H 0.845 -3.318 -2.379
H -1.032 -0.912 -2.819
H -0.324 -1.185 -4.526
H 4.284 -2.448 -3.183
H 3.974 -0.308 -5.778
H 0.111 -2.490 -0.109
H 1.811 -2.125 -0.834
H 1.397 -1.577 0.920
H 0.297 0.275 1.244
H -2.262 1.263 1.326
H -2.284 -0.393 -0.385
H -1.391 2.352 -1.590
H 0.617 2.709 -0.833
H -1.482 3.980 0.619
H -1.641 3.105 2.312
H -1.028 4.895 2.296
H 2.176 4.772 0.548
H 3.152 2.681 -0.185
H 2.445 1.127 2.823
H 4.192 -2.413 1.784
H 2.890 -1.298 2.570
H 4.810 -0.877 2.737
H 4.237 2.364 -2.012
H 3.719 1.433 -3.518
H 3.031 3.653 -3.901
H 0.433 3.841 -4.023
H 0.194 2.206 -3.075
H 1.142 2.204 -4.713
H 1.362 4.675 -2.058
C 5.687 3.808 1.141
C 6.802 4.642 1.079
C 6.982 5.639 2.038
C 6.050 5.795 3.064
C 4.937 4.958 3.128
C 4.752 3.967 2.164
H 5.545 3.033 0.392
H 7.532 4.516 0.283
H 7.848 6.293 1.986
H 6.193 6.569 3.814
H 4.211 5.079 3.929
H 3.881 3.319 2.211
C 11.300 10.570 2.676
C 11.894 10.008 1.546
C 11.310 8.903 0.927
C 10.126 8.366 1.432
C 9.529 8.930 2.559
C 10.118 10.029 3.184
H 11.757 11.429 3.160
H 12.813 10.430 1.149
H 11.777 8.461 0.051
H 9.668 7.508 0.946
H 8.605 8.513 2.951
H 9.656 10.465 4.065
C -10.088 -8.649 -1.246
C -10.499 -7.869 -0.166
C -10.260 -6.495 -0.167
C -9.619 -5.899 -1.254
C -9.212 -6.679 -2.336
C -9.442 -8.055 -2.331
H -10.270 -9.721 -1.243
H -11.004 -8.332 0.677
H -10.575 -5.888 0.677
H -9.438 -4.828 -1.258
H -8.714 -6.215 -3.184
H -9.119 -8.663 -3.171
```

Summary:
- charge = +1
- Kohn-Sham gap (hartree) = 0.25933
- electronic energy (hartree) = -3118.3382
- M (g mol⁻¹) = 817.6


ORCA calculation (the ωB97M-V functional and the def2-TZVPD basis) on one molecule with the formula C21H28N2O4.

XYZ file:
```
55
C21H28N2O4, DFT the ωB97M-V functional and the def2-TZVPD basis
C -2.924 -2.910 -0.778
O -2.234 -2.464 0.363
C -0.916 -2.138 0.229
C -0.198 -2.205 -0.959
C 1.138 -1.854 -0.977
C 1.788 -1.437 0.179
O 3.107 -1.103 0.020
C 3.848 -0.575 1.107
C 5.022 0.209 0.494
O 5.646 -0.539 -0.520
C 4.554 1.593 -0.018
N 3.343 1.555 -0.803
C 2.126 1.664 -0.175
O 2.028 2.014 0.983
N 1.068 1.391 -1.005
C -0.283 1.279 -0.667
C -0.773 1.529 0.610
C -2.119 1.380 0.873
C -3.029 0.985 -0.103
C -4.500 0.854 0.253
C -5.041 2.239 0.637
C -4.646 -0.109 1.441
C -5.345 0.318 -0.907
C -2.526 0.745 -1.376
C -1.179 0.885 -1.655
C 1.075 -1.383 1.370
C -0.262 -1.724 1.386
H -2.485 -3.830 -1.180
H -2.941 -2.143 -1.558
H -3.942 -3.116 -0.449
H -0.662 -2.523 -1.878
H 1.699 -1.906 -1.899
H 4.221 -1.399 1.729
H 3.246 0.103 1.717
H 5.785 0.379 1.261
H 4.950 -1.019 -0.989
H 4.350 2.238 0.839
H 5.355 2.027 -0.621
H 3.397 1.052 -1.674
H 1.282 1.133 -1.958
H -0.097 1.839 1.387
H -2.461 1.582 1.877
H -4.489 2.657 1.475
H -4.953 2.924 -0.203
H -6.090 2.168 0.918
H -4.129 -1.043 1.235
H -4.223 0.318 2.346
H -5.697 -0.321 1.627
H -5.008 -0.669 -1.212
H -5.308 0.989 -1.762
H -6.383 0.238 -0.592
H -3.180 0.447 -2.180
H -0.818 0.686 -2.655
H 1.547 -1.074 2.289
H -0.826 -1.676 2.304
```

Summary:
- charge = 0
- ΔE to the lowest compared entry with this formula, charge and spin (eV) = 1.889
- Kohn-Sham gap (hartree) = 0.30673
- electronic energy (hartree) = -1227.5139
- M (g mol⁻¹) = 372.5
- structure (SMILES) = COc1ccc(OC[C@@H](O)CNC(=O)Nc2ccc(C(C)(C)C)cc2)cc1


ORCA calculation (the ωB97M-V functional and the def2-TZVPD basis) on C20H32IrN4OS4 as an isolated structure.

XYZ file:
```
62
C20H32IrN4OS4, DFT the ωB97M-V functional and the def2-TZVPD basis
Ir 0.310 0.115 0.158
C 3.272 1.210 1.190
C 2.408 1.270 2.431
S 1.054 0.024 2.365
C -0.070 0.815 3.570
C -1.484 0.318 3.353
S -2.057 0.580 1.662
C -2.668 2.275 1.586
C -1.554 3.299 1.426
S -0.537 2.724 0.043
C 0.990 3.673 0.220
C 2.030 3.018 -0.654
S 2.284 1.251 -0.337
H 3.848 0.289 1.138
H 3.998 2.024 1.153
H 1.949 2.245 2.578
H 2.985 1.026 3.326
H 0.022 1.896 3.486
H 0.301 0.511 4.552
H -2.203 0.782 4.032
H -1.554 -0.761 3.510
H -3.296 2.462 2.461
H -3.331 2.277 0.719
H -0.944 3.438 2.317
H -1.980 4.269 1.153
H 1.279 3.746 1.266
H 0.784 4.684 -0.146
H 3.014 3.477 -0.534
H 1.775 3.083 -1.712
C 0.029 0.713 -4.285
C -0.584 0.418 -2.962
O 0.083 0.643 -1.901
N -1.825 -0.025 -2.895
C -2.539 -0.138 -1.627
C -2.238 -1.406 -0.854
C -3.081 -2.495 -0.991
C -2.885 -3.642 -0.235
C -1.829 -3.659 0.665
C -1.007 -2.555 0.744
N -1.184 -1.448 -0.006
H -0.105 1.778 -4.498
H -0.451 0.156 -5.088
H 1.095 0.499 -4.262
H -2.315 -0.220 -3.759
H -3.605 -0.085 -1.836
H -2.279 0.743 -1.040
H -3.914 -2.429 -1.680
H -3.549 -4.491 -0.336
H -1.640 -4.512 1.303
H -0.159 -2.551 1.416
C 0.677 -2.544 -2.424
C 1.586 -2.358 -1.266
N 1.553 -1.525 -0.206
C 2.592 -1.925 0.643
C 3.258 -2.952 0.075
N 2.617 -3.193 -1.107
H -0.162 -1.869 -2.407
H 0.275 -3.559 -2.396
H 1.222 -2.427 -3.362
H 2.776 -1.510 1.614
H 4.101 -3.531 0.414
H 2.862 -3.925 -1.763
```

Summary:
- charge = +4
- ΔE to the lowest compared entry with this formula, charge and spin (eV) = 0.763
- <S²> = 0.76
- 2S+1 = 2
- Kohn-Sham gap (spin up / spin down) (hartree) = 0.28798 / 0.21155
- electronic energy (hartree) = -2771.2240
- M (g mol⁻¹) = 665.0


ORCA calculation (the ωB97M-V functional and the def2-TZVPD basis) on a 2-piece molecular cluster, C17H40B3NO6P overall.

XYZ file:
```
68
C17H40B3NO6P, DFT the ωB97M-V functional and the def2-TZVPD basis
C 7.660 -2.874 -0.917
C 6.961 -3.498 -2.267
C 5.338 -3.296 -2.363
C 4.883 -3.838 -3.878
B 4.818 -1.740 -2.269
O 3.650 -1.372 -3.146
B 2.566 -1.122 -2.131
C 1.269 -2.126 -2.016
O 0.071 -1.532 -1.404
C -1.072 -2.440 -1.745
O 2.817 0.065 -1.244
B 4.266 0.354 -1.232
P 4.764 2.224 -0.973
O 4.015 3.096 -2.322
O 6.498 2.228 -1.360
O 5.345 -0.681 -1.386
H 7.894 -1.731 -1.154
H 8.727 -3.363 -0.711
H 6.969 -2.900 0.033
H 7.490 -3.157 -3.279
H 7.145 -4.677 -2.214
H 4.714 -3.939 -1.607
H 3.711 -3.991 -3.948
H 5.133 -2.941 -4.612
H 5.497 -4.785 -4.191
H 1.086 -2.603 -3.069
H 1.599 -3.024 -1.303
H -1.443 -2.080 -2.813
H -1.929 -2.380 -0.922
H -0.694 -3.562 -1.744
H 4.394 2.622 -3.143
H 6.518 1.677 -2.220
C -6.161 0.170 0.549
C -4.662 0.174 0.307
C -3.835 -0.274 1.510
C -3.777 0.598 2.763
N -3.221 2.039 2.655
C -4.252 3.059 2.162
C -5.200 3.258 3.332
C -4.346 3.124 4.577
C -3.013 2.550 4.129
C -1.843 2.140 1.962
C -1.821 2.238 0.432
C -1.245 1.015 -0.275
H -6.435 0.757 1.427
H -6.678 0.593 -0.317
H -6.527 -0.855 0.683
H -4.359 1.156 -0.049
H -4.452 -0.512 -0.525
H -2.814 -0.501 1.201
H -4.235 -1.247 1.827
H -3.114 0.082 3.472
H -4.762 0.649 3.236
H -3.713 3.986 1.936
H -4.760 2.699 1.271
H -5.981 2.490 3.334
H -5.711 4.225 3.286
H -4.828 2.474 5.316
H -4.195 4.096 5.060
H -2.642 1.731 4.752
H -2.266 3.351 4.113
H -1.224 1.327 2.356
H -1.404 3.082 2.317
H -1.136 3.062 0.185
H -2.775 2.531 -0.006
H -0.494 0.504 0.337
H -0.762 1.314 -1.212
H -2.018 0.300 -0.552
```

Summary:
- charge = +1
- Kohn-Sham gap (hartree) = 0.31724
- electronic energy (hartree) = -1593.7222
- M (g mol⁻¹) = 417.9


ORCA calculation (the ωB97M-V functional and the def2-TZVPD basis) on one molecule with the formula C21H25NO.

XYZ file:
```
48
C21H25NO, DFT the ωB97M-V functional and the def2-TZVPD basis
C 2.520 -3.186 -2.321
O 1.488 -2.753 -1.474
C 1.835 -2.682 -0.108
C 2.677 -1.450 0.289
N 2.040 -0.156 0.223
C 1.580 0.232 -1.102
C 1.356 1.710 -1.161
C 0.263 2.277 -1.664
C -0.011 3.703 -1.777
C 0.852 4.688 -1.293
C 0.543 6.027 -1.428
C -0.632 6.417 -2.049
C -1.501 5.453 -2.533
C -1.194 4.113 -2.397
C 1.095 0.131 1.291
C -0.160 -0.689 1.311
C -0.595 -1.353 2.380
C -1.802 -2.165 2.461
C -2.298 -2.521 3.716
C -3.441 -3.288 3.839
C -4.109 -3.725 2.707
C -3.621 -3.391 1.454
C -2.482 -2.621 1.330
H 2.084 -3.277 -3.314
H 2.907 -4.163 -2.003
H 3.354 -2.476 -2.362
H 0.885 -2.662 0.431
H 2.386 -3.589 0.185
H 3.568 -1.407 -0.348
H 3.011 -1.600 1.319
H 2.384 -0.023 -1.803
H 0.679 -0.307 -1.427
H 2.170 2.298 -0.761
H -0.520 1.635 -2.052
H 1.771 4.404 -0.805
H 1.224 6.775 -1.047
H -0.870 7.466 -2.154
H -2.421 5.748 -3.017
H -1.877 3.367 -2.777
H 1.628 0.017 2.241
H 0.819 1.187 1.180
H -0.722 -0.696 0.388
H -0.026 -1.288 3.301
H -1.781 -2.183 4.603
H -3.812 -3.548 4.820
H -5.001 -4.327 2.801
H -4.133 -3.738 0.567
H -2.107 -2.385 0.345
```

Summary:
- charge = 0
- ΔE to the lowest compared entry with this formula, charge and spin (eV) = 2.541
- Kohn-Sham gap (hartree) = 0.32661
- electronic energy (hartree) = -945.1403
- M (g mol⁻¹) = 307.4
- structure (SMILES) = COCCN(C/C=C/c1ccccc1)C/C=C/c1ccccc1


ORCA calculation (the ωB97M-V functional and the def2-TZVPD basis) on C9H14NO3P as an isolated structure.

XYZ file:
```
28
C9H14NO3P, DFT the ωB97M-V functional and the def2-TZVPD basis
C 0.697 2.420 0.418
C -0.139 2.146 -0.740
C 1.257 1.595 1.273
C -0.860 1.069 -1.077
C -2.173 -0.812 -0.054
C 0.111 -0.669 0.276
C -4.586 -0.341 0.096
C 3.105 -0.577 1.098
C 2.188 -1.804 -1.178
N -1.008 -0.100 -0.241
O -2.253 -1.942 0.422
O 2.340 0.926 -0.982
O -3.236 -0.094 -0.406
P 1.839 -0.262 -0.234
H 0.619 3.514 0.640
H -0.429 3.057 -1.289
H 1.884 1.785 2.099
H -1.517 0.954 -1.915
H -0.122 -1.412 1.065
H -4.553 0.317 1.000
H -4.700 -1.516 0.281
H -5.423 -0.050 -0.658
H 3.497 0.359 1.372
H 2.526 -0.935 1.974
H 3.767 -1.363 0.808
H 1.772 -1.883 -2.156
H 3.226 -1.619 -1.422
H 2.170 -2.761 -0.469
```

Summary:
- charge = 0
- ΔE to the lowest compared entry with this formula, charge and spin (eV) = 5.179
- Kohn-Sham gap (spin up / spin down) (hartree) = 0.24097 / 0.29568
- electronic energy (hartree) = -972.9674
- M (g mol⁻¹) = 215.2


Q: Which formula does entry 4 have?
A: C17H40B3NO6P


Repeat the third record exactly.
ORCA calculation (the ωB97M-V functional and the def2-TZVPD basis) on C20H32IrN4OS4 as an isolated structure.

XYZ file:
```
62
C20H32IrN4OS4, DFT the ωB97M-V functional and the def2-TZVPD basis
Ir 0.310 0.115 0.158
C 3.272 1.210 1.190
C 2.408 1.270 2.431
S 1.054 0.024 2.365
C -0.070 0.815 3.570
C -1.484 0.318 3.353
S -2.057 0.580 1.662
C -2.668 2.275 1.586
C -1.554 3.299 1.426
S -0.537 2.724 0.043
C 0.990 3.673 0.220
C 2.030 3.018 -0.654
S 2.284 1.251 -0.337
H 3.848 0.289 1.138
H 3.998 2.024 1.153
H 1.949 2.245 2.578
H 2.985 1.026 3.326
H 0.022 1.896 3.486
H 0.301 0.511 4.552
H -2.203 0.782 4.032
H -1.554 -0.761 3.510
H -3.296 2.462 2.461
H -3.331 2.277 0.719
H -0.944 3.438 2.317
H -1.980 4.269 1.153
H 1.279 3.746 1.266
H 0.784 4.684 -0.146
H 3.014 3.477 -0.534
H 1.775 3.083 -1.712
C 0.029 0.713 -4.285
C -0.584 0.418 -2.962
O 0.083 0.643 -1.901
N -1.825 -0.025 -2.895
C -2.539 -0.138 -1.627
C -2.238 -1.406 -0.854
C -3.081 -2.495 -0.991
C -2.885 -3.642 -0.235
C -1.829 -3.659 0.665
C -1.007 -2.555 0.744
N -1.184 -1.448 -0.006
H -0.105 1.778 -4.498
H -0.451 0.156 -5.088
H 1.095 0.499 -4.262
H -2.315 -0.220 -3.759
H -3.605 -0.085 -1.836
H -2.279 0.743 -1.040
H -3.914 -2.429 -1.680
H -3.549 -4.491 -0.336
H -1.640 -4.512 1.303
H -0.159 -2.551 1.416
C 0.677 -2.544 -2.424
C 1.586 -2.358 -1.266
N 1.553 -1.525 -0.206
C 2.592 -1.925 0.643
C 3.258 -2.952 0.075
N 2.617 -3.193 -1.107
H -0.162 -1.869 -2.407
H 0.275 -3.559 -2.396
H 1.222 -2.427 -3.362
H 2.776 -1.510 1.614
H 4.101 -3.531 0.414
H 2.862 -3.925 -1.763
```

Summary:
- charge = +4
- ΔE to the lowest compared entry with this formula, charge and spin (eV) = 0.763
- <S²> = 0.76
- 2S+1 = 2
- Kohn-Sham gap (spin up / spin down) (hartree) = 0.28798 / 0.21155
- electronic energy (hartree) = -2771.2240
- M (g mol⁻¹) = 665.0


Q: The lowest electronic energy belongs to which entry?
A: C40H69B2N4O8P2


Please write out number 2 again, unchanged.
ORCA calculation (the ωB97M-V functional and the def2-TZVPD basis) on one molecule with the formula C21H28N2O4.

XYZ file:
```
55
C21H28N2O4, DFT the ωB97M-V functional and the def2-TZVPD basis
C -2.924 -2.910 -0.778
O -2.234 -2.464 0.363
C -0.916 -2.138 0.229
C -0.198 -2.205 -0.959
C 1.138 -1.854 -0.977
C 1.788 -1.437 0.179
O 3.107 -1.103 0.020
C 3.848 -0.575 1.107
C 5.022 0.209 0.494
O 5.646 -0.539 -0.520
C 4.554 1.593 -0.018
N 3.343 1.555 -0.803
C 2.126 1.664 -0.175
O 2.028 2.014 0.983
N 1.068 1.391 -1.005
C -0.283 1.279 -0.667
C -0.773 1.529 0.610
C -2.119 1.380 0.873
C -3.029 0.985 -0.103
C -4.500 0.854 0.253
C -5.041 2.239 0.637
C -4.646 -0.109 1.441
C -5.345 0.318 -0.907
C -2.526 0.745 -1.376
C -1.179 0.885 -1.655
C 1.075 -1.383 1.370
C -0.262 -1.724 1.386
H -2.485 -3.830 -1.180
H -2.941 -2.143 -1.558
H -3.942 -3.116 -0.449
H -0.662 -2.523 -1.878
H 1.699 -1.906 -1.899
H 4.221 -1.399 1.729
H 3.246 0.103 1.717
H 5.785 0.379 1.261
H 4.950 -1.019 -0.989
H 4.350 2.238 0.839
H 5.355 2.027 -0.621
H 3.397 1.052 -1.674
H 1.282 1.133 -1.958
H -0.097 1.839 1.387
H -2.461 1.582 1.877
H -4.489 2.657 1.475
H -4.953 2.924 -0.203
H -6.090 2.168 0.918
H -4.129 -1.043 1.235
H -4.223 0.318 2.346
H -5.697 -0.321 1.627
H -5.008 -0.669 -1.212
H -5.308 0.989 -1.762
H -6.383 0.238 -0.592
H -3.180 0.447 -2.180
H -0.818 0.686 -2.655
H 1.547 -1.074 2.289
H -0.826 -1.676 2.304
```

Summary:
- charge = 0
- ΔE to the lowest compared entry with this formula, charge and spin (eV) = 1.889
- Kohn-Sham gap (hartree) = 0.30673
- electronic energy (hartree) = -1227.5139
- M (g mol⁻¹) = 372.5
- structure (SMILES) = COc1ccc(OC[C@@H](O)CNC(=O)Nc2ccc(C(C)(C)C)cc2)cc1